(1)
46
Properties=species:S:1:pos:R:3 method="wB97M-V/def2-TZVPD" e_lumo_ev=0.70 max_force_ev_per_a=12.96 total_charge=0 spin_multiplicity=1
C 2.47241 2.70001 1.34183
H 3.22661 2.08624 1.01995
O 1.64401 3.29635 0.28968
C 1.15637 2.69801 -0.64861
C 0.46383 3.54739 -1.52529
C 0.08167 2.85726 -2.73600
C 0.23004 1.47641 -2.81583
C 0.50607 0.73624 -1.86196
C 1.13012 1.41585 -0.80714
H 1.65946 0.72000 0.04311
O 0.69185 -0.69979 -2.01100
C -0.16702 -1.36543 -2.78638
C -1.63527 -1.27177 -2.19491
H -2.12690 -1.84183 -3.29629
H -1.94400 -0.23700 -2.27853
C -1.84738 -2.06941 -1.12756
O -1.05593 -1.91648 0.14874
C -1.03218 -0.73376 0.72836
C -2.03859 0.23918 0.35762
C -1.74973 1.47217 1.08438
C -1.07382 1.64480 2.23988
C -0.08506 0.48329 2.40617
C -0.25192 -0.75635 1.70686
C 0.74945 -1.89477 2.14356
C -0.53613 -3.07180 2.45573
H -1.05989 -2.92354 3.32758
H 0.40848 -3.83786 3.14996
H -0.84371 -3.54768 1.55544
C 1.76826 -2.16303 1.16173
H 2.38093 -1.40943 1.07541
H 1.07656 -2.45151 0.14127
H 2.11582 -2.99184 1.51643
H 1.11380 -1.62663 3.12983
H 0.43789 0.57714 3.53635
H -0.91070 2.52053 2.87968
H -2.50074 2.23077 0.71688
H -2.77932 0.34800 -0.39559
H -1.70355 -3.27414 -1.35789
H -3.01946 -1.84437 -0.90038
H 0.20898 -1.17096 -3.89729
H 0.41730 -2.58539 -2.42706
H -0.18794 0.94698 -3.88481
H -0.41226 3.45377 -3.57892
H 0.62013 4.61371 -1.54291
H 2.69960 3.64205 1.93291
H 1.70190 1.97861 1.98504


(2)
19
Properties=species:S:1:pos:R:3 method="wB97M-V/def2-TZVPD" e_lumo_ev=0.89 max_force_ev_per_a=6.78 total_charge=0 spin_multiplicity=1 smiles="C=CC=C(C)C.O"
C 1.30468 -0.20493 -2.05905
C 1.38010 -1.29333 -1.33664
C 0.19777 -1.57478 -0.52835
C -0.11656 -0.73412 0.51374
C 0.73009 0.47185 0.89265
C -1.42348 -0.86872 1.29352
H 0.53494 0.64828 -2.00527
H 2.02068 0.07291 -2.80951
H 2.19693 -1.94181 -1.14548
H -0.34409 -2.54899 -0.70930
H 1.73167 0.28167 0.48376
H 0.82268 0.78690 1.95803
H 0.34738 1.44958 0.32078
H -1.67240 -1.85644 1.40327
H -2.27876 -0.35049 0.83572
H -1.38568 -0.54996 2.37989
O -1.50615 2.93615 0.57020
H -0.81053 2.28378 0.80911
H -1.54923 3.45951 1.26221


(3)
75
Properties=species:S:1:pos:R:3 method="wB97M-V/def2-TZVPD" e_lumo_ev=-7.58 max_force_ev_per_a=1.31 total_charge=+2 spin_multiplicity=1
Ta 0.45936 0.45657 -0.37260
O -1.33253 0.96704 -1.54460
C -1.95168 0.66917 -0.50220
O -1.24660 0.86758 0.59250
C -3.17404 -0.15990 -0.47570
C -3.56534 -0.63479 0.93411
C -4.90270 -1.37670 0.86785
C -4.47190 -2.72901 0.24318
C -2.97476 -2.49485 0.03685
O -2.60448 -1.67627 1.14714
C -2.78270 -1.52821 -1.16560
C -1.38741 -1.61329 -1.74984
O -1.08346 -2.04533 -2.80535
O -0.37370 -1.16606 -0.87393
H -3.96261 0.34417 -1.03683
H -3.47469 0.12059 1.70900
H -5.64714 -0.84445 0.27738
H -5.30317 -1.51058 1.86935
H -4.98989 -2.96699 -0.68409
H -4.62478 -3.55330 0.93548
H -2.35243 -3.38588 0.00084
H -3.44975 -1.75891 -1.99298
C 1.22232 -4.09467 -1.26482
C 1.98954 -3.25833 -0.24124
C 1.20811 -2.99384 1.04412
C 2.64172 -2.02739 -0.81518
C 3.89501 -2.01649 -1.42179
C 4.25278 -0.69162 -1.55574
N 3.27101 0.06691 -1.06728
N 2.23850 -0.73975 -0.64938
B 3.28987 1.49988 -0.56887
N 2.32609 2.36451 -1.40305
C 2.61765 3.47381 -2.04483
C 1.44534 4.03789 -2.52845
C 0.40705 3.22296 -2.14586
N 0.95701 2.13559 -1.44490
C -1.01695 3.65206 -2.45334
C -1.97698 3.72546 -1.25386
C -1.62787 3.01362 -3.70581
N 2.77212 1.49646 0.92090
C 3.49422 1.85428 1.97770
C 2.79612 1.57355 3.13013
C 1.59852 0.99637 2.73854
N 1.55172 0.97871 1.36820
C 0.64608 0.40703 3.74892
C 1.36463 -0.74945 4.46635
C -0.71933 -0.04566 3.27364
H 0.94393 -5.04680 -0.81362
H 1.83190 -4.30744 -2.14275
H 0.31992 -3.59826 -1.60702
H 2.85808 -3.85673 0.05055
H 0.23754 -2.53114 0.86726
H 1.78276 -2.36956 1.73102
H 1.01581 -3.94027 1.54977
H 4.48642 -2.88008 -1.67346
H 5.15945 -0.23971 -1.92484
H 4.37312 1.98249 -0.61589
H 3.64038 3.81026 -2.11117
H 1.35349 4.95997 -3.07551
H -0.83331 4.68972 -2.73698
H -2.71121 2.92306 -1.27209
H -2.53802 4.65717 -1.30230
H -1.45947 3.71787 -0.29291
H -1.87247 1.96533 -3.57028
H -0.95464 3.10282 -4.55846
H -2.54379 3.55029 -3.95327
H 4.47385 2.28334 1.83903
H 3.12124 1.73776 4.14271
H 0.50285 1.20512 4.48354
H 1.49852 -1.59739 3.79327
H 0.75556 -1.08401 5.30493
H 2.34040 -0.46076 4.85212
H -0.66249 -0.80558 2.49057
H -1.32822 0.78168 2.92131
H -1.23950 -0.51165 4.11043


(4)
11
Properties=species:S:1:pos:R:3 method="wB97M-V/def2-TZVPD" e_lumo_ev=1.07 max_force_ev_per_a=0.71 total_charge=0 spin_multiplicity=1 smiles="C=C=NNC"
C 0.98396 -1.75641 1.70030
C 0.77530 -0.64501 1.04941
N 0.57576 0.38682 0.40391
N -0.61318 0.27887 -0.39958
C -0.60661 1.24214 -1.48572
H 0.52976 -1.93153 2.66721
H 1.57739 -2.53600 1.23687
H -1.37779 0.49021 0.23353
H -0.60962 2.29314 -1.16898
H -1.49367 1.04120 -2.09327
H 0.26555 1.06630 -2.11752


(5)
77
Properties=species:S:1:pos:R:3 method="wB97M-V/def2-TZVPD" e_lumo_ev=0.40 max_force_ev_per_a=1.58 total_charge=0 spin_multiplicity=1
P 0.14108 -1.84923 -1.94457
P -0.00163 1.95448 -1.93791
C -0.26729 -0.63955 -3.27955
C 0.42559 0.72666 -3.24636
H -1.36340 -0.53548 -3.37674
H 0.06646 -1.13766 -4.20254
H 1.52317 0.62705 -3.30397
H 0.11352 1.23546 -4.16794
C -1.63888 2.52309 -2.55137
H -2.11924 3.15740 -1.78712
H -2.31096 1.67906 -2.76820
H -1.50566 3.11634 -3.46984
C 1.09477 3.36867 -2.24958
H 0.77399 3.87665 -3.17368
H 2.13721 3.03053 -2.35431
H 1.03525 4.07611 -1.40206
C -0.93549 -3.23040 -2.45863
H -0.84418 -4.03963 -1.71437
H -0.61830 -3.59209 -3.44553
H -1.98784 -2.91458 -2.49415
C 1.80018 -2.34495 -2.50954
H 2.48292 -1.48584 -2.52155
H 1.71798 -2.77744 -3.51865
H 2.19172 -3.09992 -1.80756
Pb -0.97997 0.08561 0.02126
C 0.46177 1.62827 -6.19984
C -0.88296 1.68754 -6.09148
C -1.79815 0.96650 -7.02486
C -1.42175 -0.50751 -7.34088
C -0.64632 -1.24440 -6.28923
C 0.69729 -1.37618 -6.28861
C 1.61372 -0.53521 -7.12213
C 1.21457 0.96018 -7.30894
C 0.27485 -1.48761 1.18044
H 1.11246 2.19170 -5.52105
H -1.35848 2.42285 -5.43333
H -1.82432 1.51368 -7.98525
H -2.82246 0.98455 -6.62123
H -2.36624 -1.06055 -7.47703
H -0.88922 -0.54507 -8.30540
H -1.27861 -1.78201 -5.56648
H 1.16982 -2.24448 -5.81498
H 1.70487 -0.97971 -8.12919
H 2.62523 -0.57214 -6.68490
H 2.16021 1.51965 -7.40157
H 0.67695 1.07590 -8.26324
H 1.00588 -1.03970 1.86447
H 0.76930 -2.15883 0.46778
H -0.47219 -2.06101 1.74376
C 1.42884 2.60367 1.81815
Si -0.37970 2.98153 2.17677
C -0.46166 3.56917 3.97222
C -0.95059 4.43131 1.11000
C -1.55378 1.56974 1.81448
Si -2.20200 0.53216 3.23431
C -3.36831 1.60086 4.24707
C -3.19556 -0.91666 2.56847
C -0.87773 -0.09280 4.40806
H 2.00925 3.49630 2.10385
H 1.64297 2.38659 0.76094
H 1.79513 1.76517 2.42978
H 0.28454 4.37065 4.09535
H -1.44817 3.99152 4.21422
H -0.23285 2.78798 4.71074
H -0.94350 4.20144 0.03514
H -1.97313 4.71622 1.40049
H -0.30696 5.30557 1.28377
H -2.43827 1.99175 1.28910
H -4.12024 2.07328 3.60040
H -3.90029 0.96725 4.97000
H -2.84804 2.39311 4.79975
H -2.59025 -1.70576 2.10116
H -3.74450 -1.36770 3.40886
H -3.94420 -0.57579 1.83918
H -0.35813 -0.97497 4.01316
H -0.12416 0.66075 4.66800
H -1.39055 -0.38363 5.33779


(6)
24
Properties=species:S:1:pos:R:3 method="wB97M-V/def2-TZVPD" e_lumo_ev=-3.27 max_force_ev_per_a=3.93 total_charge=+1 spin_multiplicity=1
C -0.49771 -1.53388 0.32594
C -1.10662 -0.48242 -0.65664
C -0.23180 0.48069 -1.30731
C 0.36009 1.49620 -0.37255
C -0.53854 2.72105 -0.23288
C -1.82372 2.82247 -0.18881
N 0.85527 -2.09673 -0.12701
H -0.38630 -1.02689 1.37945
H -1.09406 -2.51721 0.43574
H -1.77364 0.12853 -0.03309
H -1.61402 -0.97127 -1.45859
H -0.97750 0.87766 -2.13114
H 0.57711 -0.01929 -1.79553
H 0.67315 1.07611 0.64428
H 1.27105 1.94729 -0.75535
H 0.06621 3.63586 -0.03875
H -2.26895 3.72421 0.17659
H -2.58537 2.04282 -0.30232
H 1.62726 -2.07189 0.68556
H 1.16530 -1.53261 -0.99721
H 0.74215 -3.01724 -0.45082
H 3.09896 -2.30180 2.11068
H 2.05073 -1.66476 2.98861
O 2.41095 -1.71690 2.10115


(7)
21
Properties=species:S:1:pos:R:3 method="wB97M-V/def2-TZVPD" e_lumo_ev=0.73 max_force_ev_per_a=2.07 total_charge=0 spin_multiplicity=1 smiles="C=C(NN)C(C)(C)C=O"
C -1.87244 0.84839 -0.31174
C -0.54976 0.63476 -0.35625
N 0.23706 1.12953 -1.45235
N 0.05784 0.62232 -2.75488
C 0.22691 -0.22044 0.63418
C 0.57850 0.55974 1.91068
C -0.47971 -1.54670 0.96807
C 1.55247 -0.59876 -0.13894
O 2.59258 0.04949 -0.11164
H -2.35539 1.45161 -1.07546
H -2.49192 0.45414 0.48555
H 1.18039 1.46115 -1.20806
H 0.68819 -0.16073 -2.93574
H -0.89037 0.26548 -2.88468
H -0.07008 0.27595 2.74751
H 1.61047 0.37878 2.23063
H 0.46736 1.64166 1.77606
H 0.23077 -2.28085 1.36523
H -1.27520 -1.40974 1.70901
H -0.93794 -1.99105 0.07615
H 1.50030 -1.56474 -0.67333


(8)
43
Properties=species:S:1:pos:R:3 method="wB97M-V/def2-TZVPD" e_lumo_ev=2.71 max_force_ev_per_a=2.12 total_charge=-1 spin_multiplicity=1
O 0.72300 3.50777 4.55675
O 0.15851 0.52274 -1.74853
O -3.05853 -2.77991 -3.37959
O 2.12738 0.05033 3.44007
O -1.95077 0.07212 -1.39387
O -1.59836 -5.02045 -3.55275
O 0.44466 0.18754 -4.27663
O -2.24675 -0.15947 -3.92908
C 1.62778 3.50789 3.73141
C -0.80563 0.34184 -0.97442
C -2.02770 -2.64640 -4.03921
C 0.96408 0.39723 3.22527
N -0.08658 -0.31488 3.65507
N 1.63985 2.72806 2.65598
C 2.80711 4.43318 3.89891
C -1.31761 -3.94376 -4.46609
C 0.01581 -1.57941 4.37715
C -0.01323 -1.16113 -4.31893
C -0.57509 0.42325 0.54174
C -1.53564 -1.26646 -4.53200
C 0.56362 1.38937 0.90789
C 0.65148 1.67164 2.41656
H -2.40904 -4.79109 -3.05025
H 0.28583 0.51392 -3.34000
H -2.11177 -0.11374 -2.93031
H -1.00714 0.02621 3.42424
H 2.44002 2.75459 2.04745
H 2.72248 4.94114 4.85760
H 3.72322 3.84675 3.87225
H 2.80366 5.16186 3.09179
H -1.66065 -4.21003 -5.46988
H -0.23629 -3.79479 -4.51047
H 0.51354 -1.41384 5.33385
H -0.97762 -1.99551 4.54833
H 0.60529 -2.28717 3.79070
H 0.26367 -1.64127 -3.37386
H 0.50456 -1.68506 -5.12777
H -1.49135 0.76200 1.03253
H -0.33535 -0.57386 0.91652
H -1.72233 -1.21295 -5.60722
H 0.39096 2.33618 0.39257
H 1.51441 0.97696 0.56560
H -0.32348 2.03857 2.74064


(9)
55
Properties=species:S:1:pos:R:3 method="wB97M-V/def2-TZVPD" e_lumo_ev=2.60 max_force_ev_per_a=11.42 total_charge=-1 spin_multiplicity=1
C -0.40658 4.05999 1.68446
C -0.14621 2.83630 1.01180
P -0.06814 1.24059 -0.04509
C 0.72904 2.37121 -1.35690
C 1.42396 1.61252 -2.62549
C 2.48494 0.42642 -2.26198
O 2.67394 -0.52830 -3.21534
N 3.32584 0.28658 -1.01545
C 3.42287 -1.22805 -0.73515
C 4.88169 -1.99820 -0.67066
C 4.85986 -3.61305 -0.31756
C 3.49245 -4.49997 -0.04842
C 2.03301 -3.74401 -0.15884
C 2.06659 -2.12477 -0.48672
O -0.51084 0.12894 1.26854
C -1.50188 -0.72418 0.55610
C -2.52521 0.20775 -0.31969
O -3.77404 0.71092 0.26973
C -4.45912 -0.29544 1.09354
C -5.03166 -1.59630 0.24498
C -4.07725 -2.93370 0.34770
P -2.87568 -0.26650 -2.16701
O -2.85044 1.14992 -3.17899
O -1.80625 -1.52203 -2.72322
O -1.75714 1.48157 -0.52304
H -0.28029 4.94824 2.47152
H 1.26736 1.01152 0.46056
H -0.04510 0.23754 -1.10127
H -0.14756 3.04250 -1.81134
H 1.50528 3.12699 -0.91160
H 2.03668 2.44339 -3.22506
H 0.66223 1.16651 -3.41650
H 4.28798 0.68322 -1.12005
H 5.89538 -1.41205 -0.86779
H 5.88734 -4.20652 -0.22258
H 3.49552 -5.65179 0.20119
H 0.99126 -4.28314 0.01200
H 1.03533 -1.57549 -0.55851
H -1.11708 -1.52426 -0.20782
H -1.90803 -1.39657 1.42893
H -5.43220 0.24330 1.52731
H -3.85081 -0.63351 2.05540
H -6.09351 -1.92376 0.67972
H -5.23724 -1.34273 -0.89593
H -3.16644 -2.75995 -0.40042
H -3.58315 -2.92136 1.43369
H -4.63994 -3.94651 0.13890
H -2.78739 0.91456 -4.15074
H -1.01829 -1.14634 -3.21852
C 2.16830 3.83128 4.83854
C 1.99114 5.01584 3.90265
N 1.84409 5.99861 3.12637
H 2.17160 4.17380 5.87696
H 1.34839 3.12115 4.70035
H 3.11541 3.32734 4.62678


(10)
44
Properties=species:S:1:pos:R:3 method="wB97M-V/def2-TZVPD" e_lumo_ev=-2.72 max_force_ev_per_a=3.78 total_charge=+1 spin_multiplicity=1
K 1.23041 -3.38885 -1.49064
K 1.96240 -1.57597 2.07003
C 0.74165 -0.73094 -0.12099
O 0.69736 -2.09362 0.09431
H -0.26132 -0.33443 0.03689
H 1.31639 -0.07633 0.53418
H 1.01809 -0.51889 -1.15381
C -1.85291 0.94010 2.18519
N -0.50839 0.58339 2.73104
O -0.11636 1.24018 3.68321
O 0.03689 -0.38260 2.21297
H -2.54434 0.41583 2.84485
H -1.90711 0.73046 1.11691
H -2.02563 1.99817 2.38205
N -3.46594 2.47720 -0.92934
C -3.85146 1.15050 -1.14602
C -2.73175 0.32537 -1.13740
C -1.66081 1.19676 -0.92926
C -2.11773 2.52341 -0.77054
H -4.09317 3.26768 -0.88689
H -4.87778 0.88143 -1.34771
H -2.77485 -0.75220 -1.07933
H -0.67536 0.77334 -0.80269
H -1.65407 3.49798 -0.81122
N 3.60753 -0.05196 3.49369
C 4.11165 -0.25520 2.21701
C 3.37036 0.39443 1.27088
C 2.32892 0.96603 2.04507
C 2.48923 0.69208 3.40472
H 4.17352 -0.35506 4.27336
H 5.00856 -0.80373 1.96987
H 3.46398 0.60125 0.21501
H 1.57736 1.58394 1.57632
H 1.90299 0.97399 4.26683
N -0.87343 -1.75523 -2.24665
C -0.31251 -0.52675 -2.60047
C 0.45605 -0.77307 -3.74851
C 0.35511 -2.13930 -4.09204
C -0.51811 -2.67324 -3.22195
H -1.39473 -1.99101 -1.41432
H -0.49288 0.36763 -2.02256
H 1.07053 -0.17326 -4.40352
H 0.86939 -2.64493 -4.89594
H -1.07773 -3.58458 -3.37262


(11)
54
Properties=species:S:1:pos:R:3 method="wB97M-V/def2-TZVPD" e_lumo_ev="-6.89 / -10.77" max_force_ev_per_a=4.43 total_charge=+2 spin_multiplicity=5 s2=6.0355
Pt -0.12168 -0.67581 -1.22696
C -2.58536 -2.27661 0.85460
C -2.53482 -2.33701 -0.59008
N -1.64069 -1.74402 -1.41494
C -1.99213 -2.00549 -2.74466
C -3.09663 -2.86428 -2.69825
N -3.42245 -3.02382 -1.39780
C -3.87585 -3.38238 -3.80251
O -3.47832 -3.16453 -5.08335
O -4.93015 -3.87754 -3.48852
C -1.16845 -1.31565 -3.79377
O -1.03839 -1.73234 -4.93814
O -0.60611 -0.24764 -3.35079
H -1.54063 -2.20331 1.23302
H -3.08351 -3.11295 1.38427
H -3.09142 -1.33044 1.21821
H -4.22226 -3.56212 -1.06549
H -2.57530 -2.75645 -5.13053
F 1.44144 -1.73589 -3.21456
C 1.73190 -0.96999 -2.09978
F 2.65168 -1.68674 -1.34823
C 2.47278 0.31412 -2.67336
F 1.70777 1.09092 -3.45776
F 3.48960 -0.17596 -3.43278
F 2.99890 1.02732 -1.68280
C 3.28935 0.16422 2.02056
N 1.88525 0.39422 2.33807
C 1.38335 -0.63186 3.23972
P 0.98101 1.20368 1.23233
O 1.10136 0.67855 -0.20433
N -0.59692 1.15754 1.78096
C -1.66236 1.27040 0.80337
C -1.06049 1.66453 3.07234
N 1.54688 2.76441 1.26000
C 2.17822 3.33329 2.44885
C 1.73769 3.49198 0.04353
H 3.75574 -0.00563 3.02230
H 3.74948 1.02528 1.53231
H 3.44333 -0.70843 1.38990
H 1.73521 -0.37120 4.22290
H 1.74161 -1.60906 2.95789
H 0.27149 -0.66214 3.24463
H -1.34920 0.68192 -0.09148
H -1.89851 2.30043 0.56716
H -2.58926 0.80905 1.19245
H -0.21636 1.82737 3.74299
H -1.69427 0.88639 3.59737
H -1.59057 2.64422 2.99825
H 2.02984 2.68898 3.32271
H 1.75687 4.29868 2.72051
H 3.26819 3.45399 2.34830
H 0.93875 3.22944 -0.66808
H 2.66215 3.20005 -0.45493
H 1.71222 4.56831 0.26437


Number 1: DFT total energy -26220.4455 eV. Number 2: DFT total energy -8461.4102 eV. Number 3: DFT total energy -48942.5959 eV. Number 4: DFT total energy -6185.7674 eV. Number 5: DFT total energy -63203.8548 eV. Number 6: DFT total energy -10010.9841 eV. Number 7: DFT total energy -11441.7404 eV. Number 8: DFT total energy -32147.9581 eV. Number 9: DFT total energy -52928.9348 eV. Number 10: DFT total energy -59598.9331 eV. Number 11: DFT total energy -58681.6200 eV.